(1)
C27H39I2O9 | ωB97M-V/def2-TZVPD

Geometry as XYZ:
```
77
C27H39I2O9 | the Open Molecules 2025 dataset | ωB97M-V/def2-TZVPD
C -1.6748 -3.5623 -0.9289
C -2.2129 -2.4206 -1.3418
C -2.7162 -0.8811 -1.3121
C -1.8299 0.2349 -1.6121
O -0.4496 0.0421 -1.9550
C 0.3962 0.1412 -0.7399
C 1.0735 1.6013 -0.5976
C -2.4338 1.7515 -1.5006
O -2.1229 2.7010 -2.2910
C -3.5261 1.9379 -0.3017
C -3.6471 3.2336 0.5855
I -2.3827 4.9675 0.2563
C -4.7238 3.2498 1.7429
C -5.7335 2.0417 2.0397
I -7.1562 2.2648 3.6643
C -5.6178 0.7161 1.1366
C -6.6187 -0.5535 1.3922
O -6.1864 -1.7650 1.4090
O -8.0093 -0.3065 1.5815
C -4.5106 0.7054 0.0159
C -4.2829 -0.6141 -0.9214
O -5.2183 -1.3538 -1.3531
H -1.3121 -4.5411 -0.4220
H 1.2266 -0.6695 -0.8667
H -0.2708 -0.1540 0.1679
H 2.1389 1.6170 -1.0477
H 0.4817 2.4339 -1.1464
H 1.1342 1.9315 0.5110
H -4.7817 4.2115 2.3819
C -0.2045 -5.0401 2.7129
C 0.0943 -3.5911 3.0651
C -0.3828 -3.2527 4.4687
O -0.5497 -2.7337 2.1268
H -1.2820 -5.2344 2.7387
H 0.1333 -5.2661 1.6969
H 0.2904 -5.7254 3.4067
H 1.1705 -3.4085 2.9884
H -1.4663 -3.3847 4.5557
H -0.1722 -2.2054 4.7039
H 0.1069 -3.8844 5.2154
H -1.5043 -2.8877 2.1866
C 2.2114 6.7975 1.1768
C 1.2221 6.6077 2.3160
C 1.7990 7.0915 3.6370
O 0.8843 5.2275 2.4241
H 3.1268 6.2230 1.3542
H 1.7879 6.4347 0.2358
H 2.4784 7.8514 1.0572
H 0.2991 7.1527 2.0962
H 2.7001 6.5273 3.9002
H 1.0818 6.9381 4.4486
H 2.0537 8.1542 3.5913
H 1.6952 4.7359 2.6187
C 1.3329 -2.5175 -6.3934
C 1.1293 -2.3008 -4.9020
C -0.2217 -1.6658 -4.6137
O 2.1660 -1.4580 -4.4003
H 1.3065 -1.5653 -6.9340
H 2.3131 -2.9638 -6.5869
H 0.5619 -3.1743 -6.8056
H 1.2050 -3.2581 -4.3776
H -0.3027 -0.6837 -5.0921
H -0.3490 -1.5053 -3.5405
H -1.0393 -2.2974 -4.9726
H 2.1069 -0.6076 -4.8586
C 5.6939 -2.6669 -0.1753
C 4.3857 -1.9315 0.0700
C 3.1922 -2.7613 -0.3745
O 4.3957 -0.6969 -0.6435
H 5.8306 -2.8763 -1.2415
H 6.5441 -2.0537 0.1379
H 5.7239 -3.6128 0.3728
H 4.2921 -1.6927 1.1337
H 3.2414 -2.9740 -1.4478
H 2.2602 -2.2162 -0.2035
H 3.1470 -3.7101 0.1676
H 4.4781 -0.8981 -1.5871
```

Computed properties:
- E_tot: -63249.2037 eV
- HOMO energy: -0.174 hartree
- Total charge: -1
- Orbital gap: 5.82 eV

=====

(2)
C62H69BGe2O5PdS4 | ωB97M-V/def2-TZVPD

Geometry as XYZ:
```
144
C62H69BGe2O5PdS4 | the Open Molecules 2025 dataset | ωB97M-V/def2-TZVPD
Pd 1.4001 -1.1983 -0.4943
C 7.6178 -2.1550 -1.4389
C 6.7438 -0.9489 -1.2139
C 6.3202 -0.1681 -2.2835
C 5.6003 1.0048 -2.0923
C 5.2425 1.8664 -3.2729
C 5.2668 1.4015 -0.7880
C 5.6566 0.6154 0.3033
C 5.3909 1.0415 1.7234
C 6.3806 -0.5538 0.0675
C 4.7237 2.7788 -0.5476
C 5.6834 3.7893 -0.5623
C 5.3442 5.1009 -0.2811
C 4.0378 5.4017 0.0574
C 3.0579 4.4111 0.0860
C 3.3876 3.0923 -0.2594
Ge 1.9964 1.7147 -0.4045
S 2.5601 0.2078 -1.9983
S 0.0145 2.3799 -1.1281
Ge -1.1461 0.6928 -0.0499
S -0.8289 -1.2029 -1.1905
S 1.6846 0.4049 1.3294
C -3.0941 1.0696 -0.1800
C -3.7989 1.7294 -1.1868
C -5.1901 1.7840 -1.1131
C -5.8741 1.2102 -0.0522
C -5.1711 0.5756 0.9612
C -3.7842 0.5050 0.8999
C -2.9950 -0.1931 1.9621
C -2.8176 -1.5787 1.9237
C -3.4475 -2.4448 0.8653
C -1.9796 -2.1761 2.8637
C -1.3284 -1.4378 3.8365
C -0.4164 -2.0971 4.8350
C -1.5418 -0.0622 3.8768
C -2.3614 0.5724 2.9590
C -2.5405 2.0672 3.0214
C -3.1057 2.4423 -2.3012
C -2.7050 1.7897 -3.4637
C -2.9861 0.3321 -3.7123
C -2.0257 2.5174 -4.4414
C -1.7554 3.8662 -4.2968
C -1.0021 4.6317 -5.3507
C -2.2018 4.5077 -3.1442
C -2.8718 3.8189 -2.1480
C -3.3117 4.5325 -0.8985
C 1.7138 4.8286 0.5856
C 0.8330 5.5347 -0.2321
C 1.0836 5.7416 -1.7039
C -0.3551 6.0123 0.3144
C -0.6972 5.7805 1.6357
C -1.9871 6.2942 2.2158
C 0.1914 5.0603 2.4282
C 1.3982 4.5948 1.9319
C 2.3596 3.8877 2.8518
H 8.2877 -1.9925 -2.2829
H 7.0341 -3.0512 -1.6599
H 8.2249 -2.3670 -0.5591
H 6.5962 -0.4549 -3.2927
H 5.3715 1.3164 -4.2041
H 5.8748 2.7554 -3.3111
H 4.2095 2.2118 -3.2158
H 5.4043 2.1262 1.8237
H 6.1420 0.6223 2.3927
H 4.4084 0.6994 2.0566
H 6.7345 -1.1252 0.9202
H 6.7103 3.5264 -0.7858
H 6.0988 5.8763 -0.2966
H 3.7570 6.4132 0.3228
H -5.7331 2.2942 -1.9001
H -6.9548 1.2615 -0.0135
H -5.6919 0.1271 1.7986
H -4.1778 -1.9039 0.2672
H -3.9421 -3.3067 1.3175
H -2.6808 -2.8217 0.1846
H -1.8182 -3.2496 2.8149
H -0.2086 -3.1293 4.5557
H -0.8637 -2.1004 5.8310
H 0.5335 -1.5653 4.9043
H -1.0387 0.5321 4.6321
H -2.1183 2.4618 3.9449
H -3.5953 2.3437 2.9705
H -2.0384 2.5705 2.1888
H -3.6188 -0.1029 -2.9403
H -2.0570 -0.2377 -3.7333
H -3.4818 0.2034 -4.6764
H -1.7036 2.0051 -5.3422
H -0.8182 4.0153 -6.2297
H -0.0360 4.9704 -4.9706
H -1.5565 5.5170 -5.6659
H -2.0187 5.5706 -3.0206
H -3.1870 5.6089 -1.0080
H -2.7159 4.2069 -0.0419
H -4.3557 4.3294 -0.6619
H 2.0763 5.4160 -2.0071
H 0.9703 6.7919 -1.9776
H 0.3541 5.1662 -2.2797
H -1.0341 6.5684 -0.3231
H -2.5458 6.8762 1.4844
H -1.7986 6.9297 3.0827
H -2.6226 5.4700 2.5466
H -0.0530 4.8802 3.4698
H 2.0040 3.9350 3.8804
H 3.3529 4.3400 2.8102
H 2.4728 2.8347 2.5907
C 4.9666 -4.1191 0.5654
C 3.7613 -3.5246 -0.1427
C 3.9810 -3.3932 -1.6502
O 3.4254 -2.2583 0.4310
C 2.5498 -4.4316 0.0273
O 2.5931 -5.6246 0.1098
O 1.3838 -3.7479 -0.0406
H 5.8477 -3.5134 0.3489
H 5.1442 -5.1386 0.2301
H 4.7999 -4.1290 1.6420
H 4.8398 -2.7490 -1.8380
H 3.1078 -2.9426 -2.1288
H 4.1601 -4.3720 -2.0944
H 4.1828 -1.6595 0.3170
C -5.7696 -5.6301 1.8661
C -5.0830 -6.8456 1.2273
C -6.0857 -7.5395 0.3052
C -4.6780 -7.8364 2.3266
C -3.8401 -6.3657 0.4773
C -3.7409 -6.4093 -0.9125
C -2.6258 -5.9308 -1.6066
C -1.6127 -5.4022 -0.8526
O -0.4163 -4.8427 -1.2632
B 0.1820 -4.4594 -0.0872
O -0.5579 -4.7521 1.0343
C -1.6966 -5.3509 0.5282
C -2.7809 -5.8212 1.2181
H -6.6768 -5.9384 2.3896
H -6.0433 -4.8966 1.1061
H -5.1144 -5.1387 2.5871
H -6.9362 -7.8862 0.8938
H -5.6439 -8.4062 -0.1892
H -6.4699 -6.8631 -0.4594
H -5.5682 -8.2345 2.8168
H -4.0634 -7.3651 3.0937
H -4.1149 -8.6723 1.9088
H -4.5492 -6.8282 -1.4923
H -2.5696 -5.9673 -2.6851
H -2.8097 -5.7529 2.2968
```

Computed properties:
- ΔE to the lowest compared entry with this formula, charge and spin: 0.000 eV
- E_tot: -236189.7577 eV
- HOMO energy (alpha / beta): -0.237 / -0.289 hartree
- Spin multiplicity: 5
- Orbital gap (alpha / beta): 6.96 / 5.40 eV

=====

| no. | F_max (eV/Å) |
| --- | --- |
| 1 | 7.0 |
| 2 | 0.7 |